One molecule with the formula C16H16N2O2S at a distorted geometry. Source: the OMol25 dataset; level of theory: wB97M-V/def2-TZVPD.

```
! RIJCOSX wB97M-V def2-TZVPD def2/J DEFGRID3
* xyz 0 1
C 0.74836 1.98543 -4.69507
C 0.38161 2.00140 -3.24237
C 1.35665 2.17693 -2.26788
C 1.02463 2.21230 -0.92644
C -0.29897 2.07814 -0.52834
C -0.66556 2.08477 0.91804
S -1.04114 0.37907 1.48941
C 0.57116 -0.20076 1.75411
N 1.58926 0.55900 1.69689
C 2.75860 -0.19355 2.09079
C 2.22459 -1.54373 2.60466
N 0.82660 -1.50304 2.17910
C 0.00594 -2.57184 2.43928
O 0.35211 -3.44618 3.20941
C -1.25416 -2.64346 1.68781
C -2.44225 -3.23627 2.03353
C -3.28358 -3.10881 0.90938
C -2.54235 -2.47058 -0.04100
O -1.31982 -2.18940 0.41547
C -1.27738 1.89565 -1.49832
C -0.94007 1.86010 -2.83772
H -0.00814 1.47084 -5.28265
H 0.83102 3.00669 -5.06879
H 1.70795 1.49589 -4.84680
H 2.39033 2.28408 -2.56487
H 1.79186 2.33338 -0.17724
H -1.58701 2.63653 1.10257
H 0.14235 2.45100 1.54674
H 3.41431 -0.30826 1.22243
H 3.29885 0.36864 2.85478
H 2.27992 -1.63243 3.69367
H 2.71731 -2.40890 2.15942
H -2.66989 -3.68884 2.97614
H -4.29421 -3.44958 0.81859
H -2.76735 -2.17807 -1.04786
H -2.30854 1.77478 -1.19687
H -1.71298 1.71905 -3.58003
*
```

Summary:
SMILES: Cc1ccc(CSC2=NCCN2C(=O)c2ccco2)cc1
HOMO-LUMO gap, eV: 9.2225
Maximum force, eV Å⁻¹: 1.19
LUMO, eV: 0.68
Electronic energy, Eh: -1277.46674

A 4-piece molecular cluster, C23H21F3N5O7 overall at a distorted geometry. Source: the OMol25 dataset; level of theory: wB97M-V/def2-TZVPD.

```
! RIJCOSX wB97M-V def2-TZVPD def2/J DEFGRID3
* xyz 1 1
F 1.62906 6.97681 0.35330
C 1.00749 5.71982 0.06402
F 0.78016 5.71374 -1.33612
F -0.26063 5.71387 0.69087
O 1.89976 4.72643 0.52304
C 1.33662 3.39305 0.41953
C 1.59307 2.77290 -1.04510
C 2.92120 2.14735 -1.51372
N 2.55811 1.82461 -2.88861
C 1.18508 2.17677 -3.23225
N 0.55918 2.77476 -2.08833
H 1.95406 2.72997 1.13929
H 0.25214 3.29877 0.76526
H 3.89870 2.02477 -0.95007
H 3.17869 1.39921 -3.59475
H 0.61207 2.07070 -4.20748
H -0.38000 3.16968 -1.94994
C -2.41369 -2.42751 0.34030
C -2.37884 -1.93519 -0.96222
C -1.18668 -1.45850 -1.49434
C -0.03067 -1.48344 -0.71303
C -0.06135 -1.96801 0.59378
C -1.25968 -2.44022 1.11814
N 1.23205 -1.00629 -1.27643
O 1.22023 -0.56748 -2.42382
O 2.23239 -1.07260 -0.57595
H -3.34580 -2.80434 0.75058
H -3.28228 -1.92668 -1.56312
H -1.17305 -1.07806 -2.50995
H 0.82994 -1.98647 1.20909
H -1.29390 -2.82236 2.13277
C -4.07265 4.45168 4.77298
C -4.60841 3.95058 3.58978
C -3.86199 3.08326 2.79956
C -2.57873 2.72014 3.20723
C -2.03390 3.22461 4.38730
C -2.78706 4.09360 5.16942
N -1.79833 1.78755 2.39163
O -2.30040 1.37896 1.35153
O -0.68825 1.46507 2.79610
H -4.66073 5.12427 5.39015
H -5.61038 4.23442 3.28533
H -4.29112 2.69995 1.88025
H -1.03485 2.95103 4.70916
H -2.37394 4.48967 6.09107
C 2.83756 -6.08714 -3.65459
C 3.22298 -4.92895 -2.98535
C 2.65508 -4.61320 -1.75551
C 1.70341 -5.46892 -1.20227
C 1.30785 -6.62602 -1.87093
C 1.87930 -6.93202 -3.10168
N 1.12131 -5.15372 0.10381
O 1.47892 -4.11876 0.65287
O 0.31448 -5.94173 0.57409
H 3.28726 -6.33327 -4.61192
H 3.96943 -4.27342 -3.42189
H 2.96427 -3.70761 -1.24406
H 0.56468 -7.29432 -1.44956
H 1.58079 -7.83180 -3.62925
*
```

Summary:
HOMO-LUMO gap, eV: 8.3563
Maximum force, eV Å⁻¹: 7.01
LUMO, eV: -3.47
Electronic energy, Eh: -1988.52966

A 2-piece molecular cluster, C2H4OS3 overall at a distorted geometry. Source: the OMol25 dataset; level of theory: wB97M-V/def2-TZVPD.

```
! RIJCOSX wB97M-V def2-TZVPD def2/J DEFGRID3
* xyz 0 1
C 2.33082 -0.01443 -0.33218
C -0.65819 -0.17098 0.10433
O 2.43220 1.15368 -0.40260
S -0.45840 1.54259 0.82033
S -1.24682 -0.42360 -1.51555
S -1.55190 -1.15061 1.27396
H 3.04036 -0.74599 -0.67065
H -0.81469 1.21275 2.12960
H -1.31936 0.88875 -1.90061
H -1.75403 -2.29216 0.49338
*
```

Summary:
HOMO-LUMO gap (spin up / spin down), eV: 7.9118 / 7.7152
Maximum force, eV Å⁻¹: 2.01
LUMO (spin up / spin down), eV: -0.26 / 0.31
Electronic energy, Eh: -1348.24609

One molecule with the formula C8H11OPS2 at a distorted geometry. Source: the OMol25 dataset; level of theory: wB97M-V/def2-TZVPD.

```
! RIJCOSX wB97M-V def2-TZVPD def2/J DEFGRID3
* xyz 0 1
O -0.32173 2.08142 1.75830
P -0.05892 1.48024 0.45743
C 1.99692 1.85772 -0.42586
S 2.76380 0.28275 -0.02237
C -1.14697 2.24661 -0.76171
S -2.92222 1.72068 -0.51138
C -0.31991 -0.22062 0.32936
C -0.04067 -0.85588 -0.94428
C -0.01312 -2.23892 -1.06785
C -0.16333 -3.02817 0.09290
C -0.28265 -2.43718 1.32899
C -0.29446 -1.06538 1.46098
H 2.13490 1.90956 -1.57694
H 2.22631 2.89863 0.06762
H 2.81620 0.12102 1.30738
H -0.74799 2.17098 -1.70035
H -1.34000 3.27363 -0.55395
H -2.66917 0.49772 0.11798
H -0.17294 -0.28573 -1.91149
H 0.04264 -2.69481 -2.06738
H -0.41864 -4.08934 -0.01228
H -0.52850 -2.98687 2.19323
H -0.53955 -0.63805 2.44167
*
```

Summary:
SMILES: O=P(CS)(CS)c1ccccc1
HOMO-LUMO gap, eV: 8.3436
Maximum force, eV Å⁻¹: 3.88
LUMO, eV: -0.07
Electronic energy, Eh: -1524.34362